Below is a structure of composition C57H57N5O5P2STeTi in a non-equilibrium geometry, with properties calculated with ωB97M-V with the def2-TZVPD basis set.

Properties
strongest force on any atom = 1.138 eV Å⁻¹
Kohn-Sham gap (alpha / beta) = 0.22463 / 0.24166 hartree
2S+1 = 3
ΔE to the lowest compared entry with this formula, charge and spin = 0.0 kcal per mole
energy = -137547.9164 eV
HOMO energy (alpha / beta) = -6.76 / -7.21 eV
LUMO energy (alpha / beta) = -0.7 / -0.6 eV
⟨S²⟩ = 2.005

```
129
Properties=species:S:1:pos:R:3:forces:R:3
Ti -0.7762 -0.1456 0.2041 0.579 0.762 0.136
C -0.4982 -4.5795 -0.1626 -0.086 -0.026 0.003
C 0.7555 -4.7411 0.7035 -0.168 0.000 0.027
C 1.8830 -5.4125 -0.0838 0.006 0.025 -0.093
C 1.1989 -3.4166 1.2747 0.036 0.015 -0.020
C 1.6748 -2.4041 0.4375 -0.101 -0.027 -0.020
C 2.1488 -1.2104 0.9555 0.202 -0.004 -0.089
C 2.2254 -1.0133 2.3394 0.305 0.211 -0.129
C 3.0036 0.1638 2.8728 -0.155 0.024 0.011
C 1.7248 -2.0007 3.1649 -0.137 -0.103 -0.057
C 1.1999 -3.1802 2.6370 0.030 0.073 0.112
H -0.6950 -5.4992 -0.7167 -0.028 -0.040 -0.006
H -0.3652 -3.7729 -0.8913 0.013 -0.060 0.042
H -1.3830 -4.3312 0.4291 0.182 -0.050 -0.060
H 0.5100 -5.3871 1.5522 -0.028 -0.002 -0.014
H 2.0615 -4.8887 -1.0249 0.013 0.005 0.041
H 1.6155 -6.4424 -0.3244 -0.033 -0.013 -0.019
H 2.8214 -5.4261 0.4712 0.001 0.006 0.073
H 1.7304 -2.5701 -0.6314 -0.044 0.010 0.120
H 2.6055 -0.4873 0.2809 -0.126 -0.016 0.048
H 4.0705 0.0207 2.6921 0.020 -0.025 -0.030
H 2.8794 0.2856 3.9506 -0.068 -0.013 -0.021
H 2.7158 1.0930 2.3733 0.014 -0.029 0.047
H 1.7781 -1.8808 4.2372 0.012 0.024 0.194
H 0.8229 -3.9401 3.3118 -0.003 -0.024 0.003
Te -0.7269 1.1626 -4.9117 -0.454 0.140 -0.272
C 1.2381 1.2081 -5.6853 0.320 -0.008 -0.034
C 1.7461 2.3913 -6.2103 -0.026 0.040 0.020
C 3.0221 2.4073 -6.7522 0.058 -0.045 -0.003
N 3.8260 1.3449 -6.7971 -0.177 0.008 0.056
C 3.3247 0.2105 -6.3101 0.012 0.017 -0.012
C 2.0525 0.0868 -5.7688 0.017 -0.021 0.002
C -0.5867 0.6620 -2.9160 0.415 -0.108 0.321
P -0.4226 -0.9873 -2.3196 -0.410 0.437 -0.155
C -1.5927 -1.9918 -3.3185 0.032 0.022 0.100
C -2.9042 -2.1228 -2.8660 -0.043 0.072 0.294
C -3.8778 -2.7432 -3.6319 0.084 -0.038 -0.129
C -3.5510 -3.2482 -4.8849 0.033 0.051 0.114
C -2.2527 -3.1208 -5.3549 -0.016 0.021 0.064
C -1.2854 -2.4960 -4.5784 0.130 -0.023 -0.164
C 1.2196 -1.6498 -2.7705 0.036 -0.252 -0.106
C 2.3354 -0.8184 -2.7068 0.070 0.023 0.024
C 3.6140 -1.3245 -2.9013 -0.064 0.000 0.001
C 3.8003 -2.6729 -3.1738 -0.084 0.003 0.014
C 2.6960 -3.5126 -3.2453 0.034 0.104 -0.022
C 1.4211 -3.0051 -3.0364 -0.017 -0.112 -0.102
P -0.3261 1.7610 -1.5752 0.070 -0.032 -0.154
C -1.3397 3.2575 -1.9083 -0.080 -0.218 -0.061
C -2.5860 3.0940 -2.5137 -0.003 -0.166 -0.115
C -3.4119 4.1770 -2.7606 0.071 0.129 0.040
C -3.0104 5.4556 -2.3875 0.031 -0.092 0.010
C -1.7792 5.6310 -1.7731 0.008 -0.093 -0.002
C -0.9496 4.5381 -1.5402 0.140 0.173 0.142
C 1.3744 2.4667 -1.6007 -0.080 0.154 -0.120
C 1.8609 3.0912 -2.7469 0.023 0.031 -0.153
C 3.1928 3.4549 -2.8592 0.020 -0.041 0.153
C 4.0645 3.2210 -1.7993 -0.076 0.002 -0.033
C 3.5875 2.6383 -0.6342 -0.052 0.002 -0.083
C 2.2502 2.2649 -0.5413 -0.001 -0.125 0.339
H 1.1586 3.3012 -6.1927 0.004 0.019 0.007
H 3.4199 3.3281 -7.1617 0.053 0.050 -0.036
H 3.9714 -0.6572 -6.3538 0.066 -0.052 -0.013
H 1.7191 -0.8783 -5.4099 0.010 0.015 0.001
H -3.1827 -1.7248 -1.8936 0.086 -0.025 -0.123
H -4.8849 -2.8355 -3.2496 -0.051 -0.008 0.021
H -4.3039 -3.7354 -5.4892 -0.029 -0.017 -0.021
H -1.9921 -3.4976 -6.3346 0.023 -0.010 -0.028
H -0.2815 -2.3951 -4.9735 -0.046 0.009 0.016
H 2.2115 0.2404 -2.5170 -0.045 0.017 -0.012
H 4.4617 -0.6531 -2.8580 0.033 0.011 0.011
H 4.7944 -3.0683 -3.3318 0.037 0.002 -0.006
H 2.8272 -4.5661 -3.4565 -0.002 -0.019 -0.011
H 0.5736 -3.6798 -3.0801 0.023 0.027 0.013
H -2.9021 2.0971 -2.8050 0.030 0.016 0.011
H -4.3648 4.0270 -3.2504 -0.038 -0.008 -0.018
H -3.6473 6.3079 -2.5811 -0.027 0.024 -0.012
H -1.4540 6.6220 -1.4858 0.014 0.024 0.017
H 0.0159 4.6958 -1.0691 -0.048 -0.021 -0.045
H 1.1874 3.2749 -3.5741 -0.050 -0.016 -0.058
H 3.5529 3.9078 -3.7729 0.018 0.017 -0.031
H 5.1078 3.4939 -1.8842 0.029 0.007 0.002
H 4.2589 2.4583 0.1954 0.020 -0.006 0.048
H 1.8906 1.7960 0.3762 -0.012 0.066 -0.196
C -3.6528 2.8877 0.5096 0.098 -0.006 -0.028
C -3.8603 1.4261 0.3375 -0.172 -0.278 0.012
N -2.9413 0.4738 0.3917 -0.395 -0.132 -0.174
C -3.6286 -0.7273 0.3958 0.697 -0.552 0.409
C -4.9600 -0.5031 0.3055 -0.840 -0.054 -0.075
N -5.0946 0.8616 0.2606 0.407 0.127 0.006
C -6.1986 -1.3479 0.2494 0.285 0.127 0.021
O -6.0368 -2.6574 0.3471 0.047 0.367 0.042
O -7.2665 -0.7953 0.1123 0.174 -0.281 0.022
C -2.8683 -1.9928 0.7326 -0.080 0.448 0.095
O -3.4690 -3.0597 0.8852 -0.059 0.242 -0.139
O -1.6112 -1.8000 0.9021 -0.666 -0.910 0.158
H -2.5985 3.1313 0.3996 -0.059 -0.026 0.002
H -3.9683 3.1761 1.5140 -0.008 0.000 0.018
H -4.2184 3.4677 -0.2183 -0.008 -0.029 0.013
H -5.9864 1.3297 0.1984 0.000 -0.035 0.007
H -5.0773 -2.8924 0.5432 -0.059 0.037 -0.045
C 1.4747 5.4248 5.0267 0.010 0.042 -0.078
C 1.6701 4.1140 5.7771 -0.051 0.010 0.154
C 2.0521 2.9509 4.8835 -0.169 -0.205 -0.257
N 1.0078 2.6871 3.8733 0.147 0.316 -0.371
C 0.2084 1.6824 3.5932 -0.418 -0.613 0.727
S -0.6841 1.6598 2.1374 0.116 0.440 -0.112
N -0.0914 0.6348 4.4490 0.318 -0.075 -0.345
C 0.2171 0.2598 5.7612 -0.265 -0.089 0.310
O 0.9364 0.8741 6.5209 -0.318 -0.255 -0.437
C -0.4708 -1.0303 6.1603 0.412 0.640 -0.253
C 0.1347 -1.7587 7.1726 -0.028 -0.220 0.141
C -0.4043 -2.9764 7.5600 0.040 0.099 -0.022
C -1.5536 -3.4523 6.9432 -0.015 -0.003 -0.028
C -2.1747 -2.7088 5.9484 0.067 0.078 0.018
C -1.6311 -1.4949 5.5530 -0.109 -0.179 0.030
H 1.3135 6.2557 5.7114 0.006 -0.013 0.052
H 0.6073 5.3936 4.3651 -0.020 -0.048 -0.018
H 2.3494 5.6653 4.4186 0.030 0.011 0.002
H 0.7604 3.8473 6.3200 0.030 -0.012 0.031
H 2.4598 4.2213 6.5236 0.012 0.026 0.000
H 2.2238 2.0483 5.4563 -0.033 0.107 -0.021
H 2.9536 3.1766 4.3086 0.033 0.053 0.026
H 0.9740 3.3608 3.1147 0.114 -0.056 0.128
H -0.6753 -0.0279 3.9474 0.223 0.075 0.177
H 1.0269 -1.3649 7.6398 0.006 -0.007 0.006
H 0.0748 -3.5504 8.3415 -0.010 -0.028 -0.003
H -1.9687 -4.4067 7.2369 -0.017 -0.010 0.024
H -3.0793 -3.0681 5.4778 -0.004 -0.024 -0.005
H -2.1430 -0.9188 4.7925 -0.028 -0.007 -0.029
```
Positions in Å, forces in eV/Å.

Here are the Mulliken charges for atoms 1 to 6, given in e:
1 Ti 0.23
2 C -1.46
3 C 0.10
4 C -1.51
5 C -0.08
6 C 1.47